Entry i
Molecular formula: C6H8N2S
Method: DFT, ωB97M-V/def2-TZVPD

The expectation value of S² is 2.005. For the HOMO energy (spin up / spin down), the calculation gives -4.7828 / -8.2385 eV. As for the orbital gap (spin up / spin down): 0.205 / 0.185 hartree. The net charge is 0. Its spin multiplicity is 3.

Structure (XYZ):
```
17
Properties=species:S:1:pos:R:3:mulliken_spin:R:1
C -0.455 1.909 0.698 0.3522
C -1.537 2.089 1.501 0.4011
C -0.034 0.534 0.611 0.2312
C -0.895 -0.297 1.244 0.2226
C 1.232 -0.059 0.052 -0.0092
C -0.860 -1.568 -1.296 0.0138
N -0.618 -1.709 1.041 -0.0085
N -0.558 -2.137 -0.189 0.0119
S -2.315 0.561 1.871 0.7266
H 0.035 2.654 0.138 0.0017
H -2.000 2.982 1.891 0.0079
H 1.531 -1.062 0.516 0.0047
H 2.040 0.718 0.183 0.0126
H -0.713 -2.095 -2.231 0.0006
H -1.280 -0.610 -1.418 0.0050
H 1.116 -0.149 -1.049 0.0239
H -0.201 -2.179 1.757 0.0020
```

---

Entry ii
Molecular formula: C6H8N2S
Method: DFT, ωB97M-V/def2-TZVPD

The expectation value of S² is 2.022. For the HOMO energy (spin up / spin down), the calculation gives -5.1136 / -8.6803 eV. As for the orbital gap (spin up / spin down): 0.217 / 0.248 hartree. The net charge is 0. Its spin multiplicity is 3.

Structure (XYZ):
```
17
Properties=species:S:1:pos:R:3:mulliken_spin:R:1
C -0.874 0.782 0.275 0.8219
C -0.395 -1.449 0.421 0.0264
C 0.813 -1.329 1.055 0.2975
C 1.158 1.708 0.679 0.0421
C -1.065 -0.360 -0.303 0.2497
C -1.798 -0.736 -1.518 0.0340
N -0.240 1.559 0.948 0.2472
N 1.735 2.855 1.242 0.0075
S 1.873 0.026 1.419 0.2454
H -0.888 -2.512 0.348 0.0129
H 1.135 -2.101 1.654 0.0052
H 1.269 1.600 -0.454 -0.0136
H -1.245 -1.465 -2.097 0.0092
H -1.947 0.211 -2.074 -0.0200
H -2.729 -1.220 -1.237 0.0328
H 2.732 2.858 0.979 0.0004
H 1.480 3.067 2.253 0.0014
```

---

Sorted by energy, starting with the most stable: entry ii, entry i.

---

Entry i
Molecular formula: C5H8FN
Method: DFT, ωB97M-V/def2-TZVPD

For the HOMO energy, the calculation gives -9.1798 eV. As for the orbital gap: 0.373 hartree. The net charge is 0.

Structure (XYZ):
```
15
Properties=species:S:1:pos:R:3:mulliken_charge:R:1
C 0.635 -0.456 -1.024 0.1934
C 1.859 -0.733 -1.435 -0.8465
C 0.328 0.133 0.307 0.3551
C -0.597 1.350 0.330 -0.5683
C -0.839 -0.649 0.967 -0.5947
H 2.691 -0.592 -0.725 0.2432
H 1.994 -1.327 -2.342 0.2973
H 1.319 0.241 0.808 0.3124
H -0.423 2.021 1.159 0.2961
H -0.694 1.908 -0.612 0.2622
H -2.365 0.765 1.293 0.2373
H -1.036 -1.590 0.435 0.2861
H -0.708 -0.736 2.055 0.2849
N -1.761 0.459 0.548 -0.4896
F -0.403 -0.796 -1.764 -0.2689
```

---

Entry ii
Molecular formula: C5H8FN
Method: DFT, ωB97M-V/def2-TZVPD

For the HOMO energy, the calculation gives -9.0600 eV. As for the orbital gap: 0.375 hartree. The net charge is 0.

Structure (XYZ):
```
15
Properties=species:S:1:pos:R:3:mulliken_charge:R:1
C -1.263 -0.856 0.551 -0.6380
C -0.170 1.334 -0.504 -0.6465
C -0.871 -0.080 -0.699 -0.1615
C -0.075 -1.277 -0.293 -0.3879
C 1.345 -0.326 0.524 -0.0710
N 0.832 0.985 0.435 -0.3212
F 2.426 -0.479 -0.348 -0.3402
H -1.045 -0.474 1.603 0.1716
H -2.239 -1.208 0.635 0.3443
H 0.125 1.751 -1.485 0.3164
H -0.888 2.159 -0.117 0.2567
H -1.538 -0.228 -1.518 0.4083
H 0.262 -2.255 -0.698 0.3737
H 1.497 -0.777 1.458 0.4445
H 1.604 1.732 0.456 0.2508
```

---

Sorted by energy, starting with the most stable: entry i, entry ii.

---

Entry i
Molecular formula: FH18O9
Method: DFT, ωB97M-V/def2-TZVPD

For the HOMO energy, the calculation gives -7.0756 eV. As for the orbital gap: 0.376 hartree. The net charge is -1.

Structure (XYZ):
```
28
Properties=species:S:1:pos:R:3:mulliken_charge:R:1
F -0.008 0.085 0.041 -0.5948
O -2.134 0.377 -1.715 -0.7097
H -1.464 0.390 -1.027 0.3266
H -2.365 1.318 -1.850 0.3143
O 2.081 2.556 1.874 -0.6491
H 2.807 2.194 2.418 0.2771
H 1.957 1.811 1.328 0.3735
O 1.388 -1.733 -1.307 -0.5981
H 0.832 -1.090 -0.910 0.2207
H 0.867 -2.198 -1.963 0.3462
O 1.212 2.335 -0.960 -0.6623
H 0.686 1.603 -0.564 0.2285
H 0.678 3.120 -0.764 0.3317
O -1.465 -2.309 -0.317 -0.7325
H -1.445 -2.656 -1.188 0.3258
H -0.818 -1.597 -0.369 0.2182
O 2.143 -0.228 1.421 -0.7014
H 1.845 -0.733 2.144 0.3290
H 1.340 -0.025 0.972 0.3158
O -0.543 -2.215 2.243 -0.6000
H -0.990 -2.380 1.437 0.3462
H -1.262 -2.251 2.871 0.2955
O -1.766 0.859 1.984 -0.7098
H -2.554 1.063 1.533 0.2860
H -1.176 0.425 1.307 0.3820
O 0.252 0.337 -3.209 -0.6831
H -0.690 0.171 -3.014 0.3925
H 0.592 0.770 -2.417 0.3314
```

---

Entry ii
Molecular formula: FH18O9
Method: DFT, ωB97M-V/def2-TZVPD

For the HOMO energy, the calculation gives -7.1599 eV. As for the orbital gap: 0.380 hartree. The net charge is -1.

Structure (XYZ):
```
28
Properties=species:S:1:pos:R:3:mulliken_charge:R:1
F -5.890 -10.378 6.198 -0.2213
O -5.170 -8.297 8.078 -0.6354
H -5.621 -8.633 7.330 0.1445
H -5.129 -7.395 7.874 0.3039
O -8.053 -10.248 7.605 -0.6341
H -7.138 -10.292 7.332 0.3129
H -8.164 -9.423 8.116 0.2919
O -5.079 -12.082 4.358 -0.7262
H -4.188 -12.222 4.611 0.3293
H -5.478 -11.426 5.013 0.3547
O -6.240 -12.817 7.192 -0.6590
H -6.231 -11.837 7.073 0.2467
H -7.023 -12.918 6.708 0.3542
O -6.305 -7.920 5.329 -0.6226
H -6.124 -8.777 5.703 0.1353
H -7.187 -7.829 5.017 0.2852
O -5.782 -9.885 2.883 -0.6326
H -5.220 -10.483 3.369 0.4119
H -5.371 -9.039 3.033 0.2982
O -3.774 -11.381 7.589 -0.6763
H -3.704 -12.229 8.031 0.2864
H -4.561 -11.427 7.083 0.2705
O -8.716 -10.739 4.628 -0.6195
H -8.510 -9.902 4.921 0.2842
H -8.302 -11.227 5.352 0.3203
O -3.587 -9.373 5.391 -0.6606
H -3.684 -8.475 5.715 0.3354
H -4.295 -9.865 5.811 0.1221
```

---

Sorted by energy, starting with the most stable: entry i, entry ii.